{
  "formula": "C28H22Cl2CrN15O5",
  "method": "ωB97M-V/def2-TZVPD",
  "species": ["Cr", "Cl", "C", "C", "C", "N", "C", "O", "C", "C", "C", "C", "C", "N", "C", "C", "C", "Cl", "N", "C", "O", "C", "C", "C", "C", "C", "N", "H", "H", "H", "H", "H", "H", "H", "H", "H", "H", "N", "C", "N", "N", "N", "N", "C", "N", "N", "N", "N", "H", "C", "C", "C", "C", "C", "C", "O", "N", "C", "O", "N", "C", "O", "H", "H", "H", "H", "H", "H", "H", "H", "H", "H", "H"],
  "positions_angstrom": [[-0.117, -0.476, -0.124], [0.569, -4.944, 5.021], [0.467, -3.453, 4.114], [0.429, -3.519, 2.733], [0.362, -2.349, 1.986], [0.212, -2.278, 0.602], [0.219, -3.326, -0.229], [0.520, -4.503, -0.024], [-0.288, -2.919, -1.600], [-0.478, -3.860, -2.599], [-1.079, -3.459, -3.777], [-1.476, -2.135, -3.919], [-1.214, -1.248, -2.894], [-0.627, -1.636, -1.763], [0.377, -1.093, 2.621], [0.389, -1.054, 4.009], [0.429, -2.222, 4.750], [0.437, -2.102, 6.494], [0.323, 0.051, 1.789], [0.908, 1.180, 2.255], [1.642, 1.288, 3.235], [0.625, 2.465, 1.511], [1.705, 3.262, 1.148], [1.458, 4.482, 0.554], [0.140, 4.877, 0.369], [-0.865, 4.020, 0.781], [-0.642, 2.830, 1.340], [0.449, -4.473, 2.231], [-0.167, -4.876, -2.402], [-1.248, -4.170, -4.577], [-1.962, -1.782, -4.818], [-1.455, -0.198, -2.976], [0.379, -0.107, 4.525], [2.709, 2.900, 1.326], [2.276, 5.112, 0.226], [-0.107, 5.816, -0.108], [-1.906, 4.289, 0.638], [-2.929, 1.271, -1.054], [-1.707, 1.880, -1.270], [-1.586, 3.059, -1.852], [-0.248, 3.265, -1.877], [0.373, 2.275, -1.346], [-0.535, 1.352, -0.938], [-3.088, 0.204, -0.195], [-4.264, -0.225, 0.215], [-3.967, -1.311, 0.971], [-2.702, -1.516, 1.005], [-2.093, -0.551, 0.265], [-3.735, 1.861, -1.167], [3.659, 2.491, -2.297], [3.628, 1.490, -3.449], [3.430, 0.033, -2.992], [3.473, -0.905, -4.209], [3.295, -2.377, -3.849], [4.577, -0.328, -2.084], [5.741, -0.327, -2.455], [4.228, -0.644, -0.818], [2.928, -0.717, -0.256], [2.880, -1.064, 0.903], [1.846, -0.408, -1.040], [2.030, -0.076, -2.355], [1.101, 0.167, -3.108], [3.780, 3.506, -2.680], [4.496, 2.290, -1.623], [2.728, 2.461, -1.725], [4.562, 1.528, -4.015], [2.801, 1.722, -4.121], [4.432, -0.752, -4.709], [2.675, -0.586, -4.880], [4.113, -2.735, -3.219], [3.272, -2.998, -4.747], [2.359, -2.542, -3.311], [4.962, -0.897, -0.172]],
  "lowdin_charge": [0.80, 0.60, -0.68, -0.03, -0.20, 0.01, -0.44, 0.03, -0.16, 0.00, -0.06, -0.05, -0.10, 0.03, -0.20, -0.04, -0.68, 0.60, 0.04, -0.46, 0.04, -0.23, -0.03, -0.09, -0.11, -0.18, 0.14, 0.10, 0.11, 0.10, 0.10, 0.11, 0.11, 0.12, 0.10, 0.09, 0.10, 0.15, -0.50, 0.04, -0.06, -0.03, -0.04, -0.47, 0.02, -0.10, -0.03, -0.06, 0.13, -0.08, -0.17, -0.31, -0.18, -0.07, -0.46, 0.06, 0.22, -0.49, 0.09, 0.12, -0.45, 0.04, 0.07, 0.07, 0.05, 0.11, 0.12, 0.11, 0.11, 0.08, 0.07, 0.07, 0.16],
  "de_lowest_kj_mol": 0.3,
  "homo_ha": [-0.095, -0.096],
  "energy_ev": -115454.855,
  "largest_force_ev_per_a": 1.09,
  "spin_multiplicity": 2,
  "charge": -2
}